Record 1
{"formula": "C8H26IO9", "method": "the ωB97M-V functional and the def2-TZVPD basis", "homo_energy_ha": -0.19752, "gap_ha": 0.2983, "charge": -1, "lumo_ev": 2.7413, "species": ["I", "O", "H", "H", "C", "C", "O", "O", "H", "H", "H", "H", "H", "H", "C", "C", "O", "O", "H", "H", "H", "H", "H", "H", "C", "C", "O", "O", "H", "H", "H", "H", "H", "H", "C", "C", "O", "O", "H", "H", "H", "H", "H", "H"], "xyz": [[0.0954, 1.0095, 0.0131], [0.8005, 4.4111, 1.3683], [0.1098, 4.9891, 1.0357], [0.4900, 3.5197, 1.1496], [-2.4432, -3.6027, -2.1320], [-1.4910, -2.4936, -1.8056], [-2.1847, -1.5270, -1.0516], [-2.8196, -4.2942, -0.9416], [-1.9404, -4.2981, -2.8126], [-3.3276, -3.1819, -2.6206], [-1.1386, -2.0677, -2.7602], [-0.6256, -2.8997, -1.2727], [-1.5462, -0.8491, -0.7705], [-3.0439, -5.1996, -1.1681], [4.5385, 1.3386, 0.8253], [4.3881, 0.1379, -0.0981], [3.5119, 0.3973, -1.1822], [5.3809, 2.3487, 0.2697], [5.0020, 1.0120, 1.7581], [3.5507, 1.7535, 1.0543], [4.0518, -0.7189, 0.4951], [5.3668, -0.0959, -0.5279], [2.6068, 0.3187, -0.8422], [5.0778, 2.4945, -0.6320], [-3.7537, 3.6107, -1.2001], [-3.6549, 3.2347, 0.2602], [-3.4432, 1.8604, 0.4687], [-2.5385, 3.5158, -1.9121], [-4.1899, 4.6222, -1.2711], [-4.4604, 2.9272, -1.6731], [-4.6154, 3.4766, 0.7267], [-2.8697, 3.8198, 0.7649], [-2.5604, 1.6439, 0.1291], [-1.9211, 4.1557, -1.5455], [0.3795, -2.9232, 1.7093], [1.7731, -2.4700, 1.3855], [2.1453, -1.2844, 2.0450], [0.3172, -3.2605, 3.0884], [0.1070, -3.7857, 1.0846], [-0.3316, -2.1259, 1.4510], [1.8530, -2.3552, 0.2935], [2.4591, -3.2597, 1.7031], [1.5006, -0.6026, 1.7896], [-0.6060, -3.3018, 3.3512]], "forces_ev_per_angstrom": [[0.048, -0.022, 0.072], [-0.060, 0.105, 0.077], [-0.025, 0.021, -0.014], [0.115, -0.168, -0.077], [-0.011, -0.396, 0.015], [-0.115, 0.373, -0.155], [0.197, -0.081, 0.034], [0.037, -0.023, 0.100], [-0.047, 0.059, -0.133], [-0.008, -0.027, -0.027], [0.048, -0.060, 0.122], [0.044, 0.014, 0.094], [-0.103, 0.077, 0.028], [-0.042, 0.050, -0.036], [0.026, -0.132, -0.131], [0.049, 0.050, 0.250], [0.111, -0.130, 0.003], [0.025, -0.089, 0.010], [0.050, 0.100, -0.002], [-0.007, -0.079, 0.018], [-0.042, 0.038, -0.058], [-0.020, -0.009, 0.021], [-0.091, 0.249, -0.122], [-0.119, 0.047, -0.024], [-0.368, 0.288, 0.030], [-0.005, -0.196, 0.180], [-0.022, 0.074, -0.101], [-0.057, 0.002, -0.096], [0.133, -0.040, -0.034], [0.111, -0.056, -0.092], [0.076, 0.039, 0.069], [-0.064, 0.110, -0.075], [0.080, -0.151, 0.078], [0.114, -0.107, 0.041], [-0.538, 0.101, -0.180], [0.105, -0.187, -0.223], [-0.048, 0.102, 0.096], [-0.080, -0.099, 0.108], [0.146, -0.021, 0.019], [0.066, -0.001, 0.152], [0.012, -0.051, 0.049], [0.154, 0.139, -0.012], [0.114, 0.052, -0.037], [0.013, 0.036, -0.037]], "lowdin_charge": [0.24, -0.11, 0.01, -0.11, -0.26, -0.28, -0.11, -0.07, 0.11, 0.12, 0.12, 0.11, -0.09, 0.07, -0.24, -0.26, -0.12, -0.08, 0.12, 0.11, 0.10, 0.12, -0.06, 0.08, -0.27, -0.28, -0.10, -0.07, 0.11, 0.12, 0.11, 0.12, -0.06, 0.08, -0.27, -0.29, -0.11, -0.06, 0.11, 0.10, 0.11, 0.12, -0.04, 0.08]}



Record 2
{"formula": "C2H3BrCl2", "method": "the ωB97M-V functional and the def2-TZVPD basis", "homo_energy_ha": [-0.23046, -0.39736], "gap_ha": [0.2560, 0.2314], "charge": 0, "s2": 2.005, "lumo_ev": [0.6950, -4.5163], "spin_multiplicity": 3, "species": ["C", "C", "Cl", "Cl", "Br", "H", "H", "H"], "xyz": [[-0.3053, 0.6335, -0.4754], [0.1737, -0.5624, 0.3454], [-0.6468, -0.3969, 1.9300], [-0.3562, -2.0292, -0.4556], [2.1869, -0.3601, 0.4696], [-1.3864, 0.5177, -0.4956], [-0.0749, 1.6344, -0.0145], [0.4090, 0.5630, -1.3038]], "forces_ev_per_angstrom": [[1.468, 0.370, 0.979], [-5.669, 0.838, 0.434], [0.294, -0.286, 0.500], [0.280, -0.563, -0.264], [4.988, 0.211, 0.462], [0.073, 0.255, -1.175], [-0.137, -1.094, 0.041], [-1.297, 0.269, -0.977]], "lowdin_charge": [-0.31, -1.70, 0.51, 0.56, 0.75, 0.06, 0.08, 0.05]}



Record 3
{"formula": "C5H5NO3S", "method": "the ωB97M-V functional and the def2-TZVPD basis", "homo_energy_ha": -0.30916, "gap_ha": 0.2956, "charge": 0, "lumo_ev": -0.3682, "species": ["C", "C", "C", "C", "C", "N", "O", "O", "O", "S", "H", "H", "H", "H", "H"], "xyz": [[1.8278, 0.1034, -0.1263], [1.6324, 1.1307, 0.6630], [-1.0309, -1.1196, 1.0489], [0.6107, -0.4594, -0.7525], [-0.5504, 0.2974, -0.2013], [-1.8478, 0.5849, -0.7499], [-0.2539, -1.9603, 1.2357], [-2.0629, -0.0788, -1.7559], [-2.6091, 1.3490, -0.1458], [-0.0130, 1.5935, 1.0047], [2.6639, -0.5385, -0.2248], [2.3748, 1.8566, 1.0376], [-2.0796, -1.0510, 1.3714], [0.8235, -0.1494, -1.8377], [0.5146, -1.5585, -0.5670]], "forces_ev_per_angstrom": [[-0.689, -1.002, 0.756], [1.041, 1.841, 0.766], [-0.746, 2.353, -2.176], [0.196, 0.683, -2.870], [-0.559, -1.637, 5.079], [0.477, -0.338, -0.538], [0.481, -0.729, 0.673], [-1.071, 0.549, 0.037], [0.826, -1.089, -0.916], [-0.439, -0.200, -1.140], [1.348, 0.353, -0.332], [-0.180, -0.963, 0.148], [-0.018, 0.268, 0.393], [-0.871, -1.109, 0.956], [0.204, 1.019, -0.837]], "lowdin_charge": [-0.19, -0.42, -0.10, -0.20, -0.47, -0.42, 0.11, 0.08, 0.04, 0.98, 0.11, 0.08, 0.14, 0.16, 0.12]}



Record 4
{"formula": "C23H24N5OPt", "method": "the ωB97M-V functional and the def2-TZVPD basis", "homo_energy_ha": [-0.35937, -0.42646], "gap_ha": [0.2526, 0.2371], "charge": 1, "s2": 2.032, "lumo_ev": [-2.9060, -5.1527], "spin_multiplicity": 3, "species": ["Pt", "C", "C", "C", "C", "C", "C", "N", "C", "C", "C", "C", "C", "C", "N", "N", "C", "C", "C", "C", "C", "N", "H", "H", "H", "H", "H", "H", "H", "H", "H", "H", "H", "H", "H", "O", "C", "C", "C", "C", "C", "C", "N", "H", "H", "H", "H", "H", "H", "H", "H", "H", "H", "H"], "xyz": [[-0.5744, -0.8213, 0.5129], [4.2723, -0.5910, -2.2068], [4.3583, 0.0939, -1.0013], [3.4166, -0.1181, -0.0071], [2.3752, -1.0127, -0.2316], [2.2792, -1.6955, -1.4391], [3.2354, -1.4899, -2.4213], [1.3688, -1.2268, 0.7441], [1.6701, -1.6699, 2.0028], [2.9525, -2.0213, 2.4621], [3.1132, -2.4520, 3.7602], [2.0118, -2.5579, 4.6134], [0.7259, -2.2567, 4.1760], [0.5581, -1.8333, 2.8764], [-0.6652, -1.5409, 2.2859], [-1.8115, -1.6099, 2.9238], [-2.8300, -1.1752, 2.1446], [-4.1446, -1.1905, 2.6355], [-5.1650, -0.7471, 1.8359], [-4.8821, -0.2859, 0.5448], [-3.5793, -0.2865, 0.1139], [-2.5661, -0.7177, 0.8771], [5.0169, -0.4307, -2.9747], [5.1630, 0.7969, -0.8331], [3.4634, 0.4275, 0.9266], [1.4712, -2.4033, -1.5825], [3.1750, -2.0386, -3.3520], [3.7999, -1.9650, 1.7945], [4.0984, -2.7176, 4.1166], [2.1562, -2.8952, 5.6310], [-0.1358, -2.3600, 4.8193], [-4.3069, -1.5547, 3.6392], [-6.1831, -0.7527, 2.2005], [-5.6622, 0.0703, -0.1111], [-3.3138, 0.0653, -0.8711], [-1.3478, 1.9915, 0.1566], [-0.5280, 2.4538, -0.6028], [-0.6053, 3.8266, -1.2023], [-1.4626, 3.6297, -2.4745], [-1.0436, 2.4971, -3.4275], [-1.2845, 1.0615, -2.9177], [-0.1817, 0.5665, -1.9652], [0.4312, 1.6226, -1.1973], [0.3867, 4.2095, -1.4519], [-1.0992, 4.5174, -0.5231], [-1.4798, 4.5688, -3.0274], [-2.4885, 3.4386, -2.1478], [0.0009, 2.6168, -3.7369], [-1.6303, 2.6133, -4.3396], [-1.3328, 0.3804, -3.7686], [-2.2605, 1.0266, -2.4324], [0.5981, 0.0230, -2.4915], [-0.6244, -0.2165, -1.2900], [1.0908, 2.1370, -1.7654]], "forces_ev_per_angstrom": [[-0.100, -0.117, 0.168], [-0.005, -0.018, 0.010], [-0.001, 0.001, -0.013], [-0.038, 0.075, 0.005], [0.019, -0.053, 0.086], [-0.011, -0.053, 0.005], [0.012, 0.013, -0.007], [0.087, 0.161, 0.012], [0.018, -0.042, -0.196], [0.040, -0.014, -0.006], [-0.024, -0.002, 0.018], [0.010, 0.006, 0.001], [0.004, -0.049, 0.060], [-0.174, 0.028, -0.036], [0.134, 0.020, 0.031], [0.006, 0.043, -0.151], [-0.024, -0.018, 0.050], [-0.017, -0.010, 0.026], [-0.013, 0.004, 0.007], [0.004, -0.006, 0.022], [-0.008, 0.020, -0.020], [0.053, -0.032, 0.116], [-0.003, 0.004, 0.000], [0.005, 0.000, 0.002], [0.006, -0.009, 0.004], [0.003, 0.010, -0.016], [-0.001, 0.004, 0.005], [-0.011, 0.020, -0.007], [-0.008, -0.004, 0.010], [0.002, -0.003, -0.005], [0.015, -0.002, 0.009], [-0.014, 0.003, -0.007], [0.005, -0.003, 0.002], [0.000, -0.003, 0.002], [0.041, 0.026, -0.017], [-0.081, 0.013, -0.027], [0.112, 0.153, -0.072], [-0.048, -0.016, 0.077], [-0.055, -0.014, 0.018], [0.014, -0.023, -0.017], [0.068, 0.001, -0.026], [0.074, -0.254, -0.085], [0.135, 0.284, 0.124], [-0.012, -0.018, -0.016], [0.027, 0.010, 0.013], [0.037, 0.001, -0.002], [-0.009, 0.021, -0.029], [-0.009, 0.015, 0.005], [0.001, 0.008, 0.003], [-0.029, -0.021, 0.032], [-0.012, 0.024, 0.046], [0.042, 0.029, -0.037], [-0.251, -0.212, -0.189], [-0.014, -0.003, 0.013]], "lowdin_charge": [1.19, -0.07, -0.06, -0.03, -0.30, -0.05, -0.07, -0.05, -0.21, 0.01, -0.06, -0.03, 0.00, -0.19, -0.18, 0.11, -0.32, 0.01, -0.04, -0.04, -0.11, -0.08, 0.11, 0.11, 0.13, 0.12, 0.11, 0.12, 0.11, 0.12, 0.12, 0.12, 0.12, 0.11, 0.10, 0.07, -0.48, -0.09, -0.17, -0.17, -0.15, -0.21, 0.05, 0.12, 0.13, 0.12, 0.12, 0.12, 0.12, 0.12, 0.09, 0.11, 0.02, 0.13]}



Going through the records in order, we get ΔE to the lowest compared entry with this formula, charge and spin values of 0.00 5.24 116.46 23.36 kcal/mol.
Going through the records in order, we get electronic energy values of -1295.325959 -3572.211452 -871.989963 -1358.929124 Eh.